# 1
C56H44N6O9S2W | wB97M-V/def2-TZVPD

Atoms and positions in Å:
1 W 0.832 0.898 -1.515
2 O -1.774 2.590 1.642
3 C -0.429 2.686 2.247
4 C 0.637 2.549 1.044
5 O 1.758 2.961 1.056
6 O 0.174 1.655 0.102
7 C -0.374 3.961 3.075
8 C -0.564 5.202 2.436
9 C -0.625 6.361 3.168
10 C -0.495 6.314 4.590
11 C -0.246 5.096 5.236
12 C -0.160 3.932 4.430
13 C -0.261 1.382 2.981
14 C -1.395 0.812 3.516
15 C -1.317 -0.302 4.362
16 C -0.088 -0.810 4.696
17 C 1.059 -0.192 4.205
18 C 0.992 0.924 3.378
19 H -2.138 3.481 1.242
20 H -0.623 5.310 1.373
21 H -0.787 7.293 2.662
22 H -0.597 7.202 5.196
23 H -0.166 5.075 6.343
24 H 0.254 3.081 4.932
25 H -2.368 1.269 3.405
26 H -2.254 -0.704 4.695
27 H 0.017 -1.706 5.264
28 H 2.006 -0.514 4.666
29 H 1.953 1.395 3.065
30 C -1.256 -8.063 9.041
31 O -0.241 -7.912 8.037
32 C -0.288 -6.912 7.052
33 C -1.534 -6.474 6.550
34 C -1.506 -5.622 5.488
35 C -0.301 -5.233 4.936
36 C 0.883 -5.722 5.429
37 C 0.893 -6.627 6.437
38 C -0.170 -4.351 3.819
39 N 1.019 -3.801 3.498
40 C 0.733 -2.963 2.395
41 C -0.556 -3.054 2.095
42 N -1.158 -3.915 2.986
43 C -1.197 -2.218 1.171
44 C -2.574 -2.124 0.979
45 C -3.034 -1.199 0.073
46 C -2.120 -0.341 -0.640
47 N -0.821 -0.450 -0.463
48 C -0.307 -1.346 0.454
49 C 1.066 -1.278 0.674
50 N 1.824 -0.377 -0.057
51 C 3.134 -0.267 0.282
52 C 3.775 -0.969 1.318
53 C 2.981 -1.903 2.034
54 C 1.635 -1.994 1.762
55 H -0.862 -8.752 9.781
56 H -2.131 -8.501 8.624
57 H -1.472 -7.132 9.561
58 H -2.454 -6.885 6.965
59 H -2.451 -5.260 5.015
60 H 1.804 -5.372 4.983
61 H 1.845 -6.967 6.759
62 H -2.064 -4.331 2.978
63 H -3.292 -2.766 1.535
64 H -4.070 -1.221 -0.264
65 H -2.445 0.434 -1.322
66 H 3.691 0.509 -0.288
67 H 4.814 -0.756 1.603
68 H 3.308 -2.494 2.848
69 O -2.403 3.648 -1.852
70 S -1.012 3.492 -2.164
71 O -0.048 3.932 -1.189
72 N -0.810 1.924 -2.455
73 C -1.601 1.272 -3.415
74 C -2.755 1.763 -4.113
75 C -3.413 0.969 -4.998
76 C -3.139 -0.363 -5.196
77 C -2.063 -0.934 -4.483
78 C -1.613 -2.283 -4.474
79 C -0.455 -2.729 -3.949
80 C 0.282 -1.753 -3.256
81 N -0.080 -0.503 -3.079
82 C -1.237 -0.060 -3.680
83 C -0.596 4.467 -3.585
84 C 0.627 5.093 -3.766
85 C 0.920 5.934 -4.849
86 C -0.097 6.250 -5.763
87 C -1.356 5.690 -5.609
88 C -1.609 4.812 -4.505
89 H -3.164 2.836 -4.110
90 H -4.244 1.419 -5.591
91 H -3.536 -1.057 -5.881
92 H -2.168 -3.087 -4.946
93 H -0.125 -3.737 -3.847
94 H 1.203 -2.016 -2.820
95 H 1.390 4.934 -3.046
96 H 1.885 6.344 -5.035
97 H 0.054 6.905 -6.596
98 H -2.147 6.082 -6.291
99 H -2.641 4.571 -4.359
100 O 1.655 2.163 -2.633
101 O 2.481 1.948 -1.484
102 C 4.788 -0.294 -4.007
103 S 3.249 0.558 -3.723
104 O 2.565 -0.285 -2.507
105 C 2.319 0.224 -5.154
106 C 2.568 -0.897 -5.925
107 C 1.923 -1.035 -7.155
108 C 1.076 -0.027 -7.580
109 C 0.862 1.067 -6.807
110 C 1.461 1.205 -5.537
111 H 4.699 -1.372 -4.169
112 H 5.415 -0.169 -3.145
113 H 5.173 0.147 -4.908
114 H 3.232 -1.703 -5.647
115 H 2.093 -1.949 -7.721
116 H 0.624 -0.068 -8.558
117 H 0.302 1.927 -7.129
118 H 1.345 2.158 -4.930

Properties
DFT total energy: -109633.932 eV
ΔE to the lowest compared entry with this formula, charge and spin: 65.8 kJ/mol
net charge: +2
<S²>: 2.04
Kohn-Sham gap (alpha / beta): 5.988 / 3.193 eV
highest occupied orbital energy (alpha / beta): -0.43122 / -0.44531 Ha
multiplicity: 3

Here are the Löwdin charges for atoms 1 to 5, given in e: W 1.827; O -0.051; C -0.270; C -0.433; O 0.144

# 2
C56H45BrCl3GeN8O7SV | wB97M-V/def2-TZVPD

Atoms and positions in Å:
1 V -0.134 0.384 -0.774
2 N -2.096 -7.233 -0.738
3 C -1.702 -6.063 -0.080
4 C -1.979 -5.873 1.273
5 C -1.566 -4.718 1.918
6 C -0.877 -3.745 1.212
7 C -0.592 -3.927 -0.134
8 C -0.991 -5.083 -0.773
9 S -0.326 -2.266 2.007
10 O 1.118 -2.276 1.980
11 O -0.967 -2.192 3.294
12 N -0.768 -1.071 1.028
13 C -2.053 -0.676 0.930
14 N -3.103 -1.371 1.394
15 C -4.288 -0.805 1.226
16 C -4.483 0.405 0.575
17 C -3.353 1.001 0.048
18 N -2.148 0.488 0.241
19 H -2.902 -7.688 -0.339
20 H -2.179 -7.129 -1.738
21 H -2.532 -6.631 1.818
22 H -1.796 -4.548 2.961
23 H -0.055 -3.165 -0.682
24 H -0.769 -5.217 -1.824
25 H -5.136 -1.364 1.612
26 H -5.465 0.832 0.438
27 H -3.403 1.912 -0.534
28 Br 2.699 6.629 11.345
29 C 2.495 5.721 9.692
30 C 3.409 4.747 9.334
31 C 3.248 4.092 8.122
32 C 2.188 4.409 7.284
33 C 1.275 5.391 7.660
34 C 1.428 6.050 8.867
35 N 2.125 3.672 6.062
36 N 1.168 3.976 5.329
37 C 1.079 3.265 4.113
38 C 1.910 2.226 3.768
39 C 1.756 1.554 2.555
40 C 0.772 1.929 1.664
41 O 0.629 1.263 0.541
42 C -0.100 3.016 1.982
43 N -1.032 3.374 1.068
44 C -1.856 4.339 1.366
45 C -1.829 5.033 2.595
46 C -0.878 4.705 3.515
47 C 0.042 3.669 3.226
48 H 4.233 4.504 9.990
49 H 3.943 3.324 7.809
50 H 0.452 5.628 7.002
51 H 0.725 6.813 9.170
52 H 2.682 1.920 4.460
53 H 2.382 0.708 2.301
54 H -2.582 4.605 0.601
55 H -2.555 5.811 2.791
56 H -0.812 5.215 4.465
57 Cl 5.138 -0.998 -2.567
58 C 3.847 0.227 -2.587
59 Cl 3.223 0.345 -4.241
60 Cl 4.531 1.792 -2.098
61 C 2.685 -0.098 -1.617
62 N 1.537 0.270 -1.803
63 Ge -0.830 2.489 -1.995
64 C 0.566 3.876 -2.103
65 C 1.726 3.677 -2.850
66 C 2.684 4.674 -2.971
67 C 2.502 5.896 -2.339
68 C 1.357 6.110 -1.584
69 C 0.403 5.108 -1.468
70 C -1.265 2.058 -3.875
71 C -2.525 2.359 -4.388
72 C -2.880 2.005 -5.683
73 C -1.976 1.331 -6.492
74 C -0.716 1.023 -5.999
75 C -0.369 1.384 -4.704
76 H -2.094 3.287 -1.581
77 H 1.897 2.722 -3.336
78 H 3.579 4.490 -3.553
79 H 3.249 6.675 -2.431
80 H 1.207 7.059 -1.082
81 H -0.484 5.289 -0.874
82 H -3.249 2.870 -3.763
83 H -3.869 2.244 -6.057
84 H -2.256 1.038 -7.497
85 H -0.005 0.489 -6.619
86 H 0.614 1.118 -4.326
87 O 3.203 -0.731 -0.472
88 C 2.993 -2.069 -0.362
89 O 2.382 -2.702 -1.178
90 C 3.652 -2.643 0.839
91 C 3.371 -3.967 1.154
92 C 3.979 -4.558 2.248
93 C 4.869 -3.827 3.026
94 C 5.146 -2.504 2.713
95 C 4.536 -1.908 1.618
96 H 2.658 -4.507 0.546
97 H 3.749 -5.584 2.502
98 H 5.343 -4.290 3.882
99 H 5.835 -1.934 3.322
100 H 4.742 -0.877 1.366
101 C -2.237 -6.223 -5.158
102 C -2.196 -4.898 -4.445
103 C -3.263 -4.468 -3.668
104 C -3.249 -3.240 -3.015
105 C -4.419 -2.883 -2.137
106 C -2.121 -2.415 -3.148
107 C -1.016 -2.843 -3.895
108 C 0.252 -2.044 -4.037
109 C -1.083 -4.078 -4.537
110 C -2.160 -1.053 -2.515
111 O -3.139 -0.346 -2.574
112 O -1.027 -0.639 -1.971
113 H -3.147 -6.774 -4.917
114 H -1.380 -6.844 -4.888
115 H -2.208 -6.085 -6.241
116 H -4.134 -5.106 -3.557
117 H -5.119 -3.717 -2.097
118 H -4.934 -1.993 -2.492
119 H -4.079 -2.676 -1.119
120 H 0.085 -0.974 -3.974
121 H 0.729 -2.272 -4.991
122 H 0.946 -2.301 -3.234
123 H -0.230 -4.399 -5.127

Properties
DFT total energy: -285709.199 eV
ΔE to the lowest compared entry with this formula, charge and spin: 0.0 kJ/mol
net charge: -1
<S²>: 0.78
Kohn-Sham gap (alpha / beta): 6.537 / 6.773 eV
highest occupied orbital energy (alpha / beta): -0.20260 / -0.20970 Ha
multiplicity: 2

Here are the Löwdin charges for atoms 1 to 5, given in e: V 0.844; N 0.092; C -0.321; C -0.036; C -0.056

# 3
C56H46Cl2IN6O2P2STi | wB97M-V/def2-TZVPD

Atoms and positions in Å:
1 Ti 2.880 0.524 1.116
2 C 0.322 2.020 2.511
3 N 1.489 1.078 2.617
4 C 1.618 0.405 3.780
5 C 2.617 -0.598 3.856
6 C 3.149 -1.392 4.933
7 C 4.177 -2.090 4.346
8 C 4.292 -1.690 3.002
9 N 3.305 -0.849 2.659
10 C 0.205 2.948 3.688
11 C 1.115 4.024 3.881
12 C 0.952 4.807 5.004
13 C -0.141 4.635 5.849
14 C -0.924 3.506 5.713
15 C -0.836 2.694 4.632
16 H -0.645 1.500 2.441
17 H 0.523 2.547 1.570
18 H 0.997 0.543 4.605
19 H 2.713 -1.401 5.932
20 H 4.792 -2.871 4.786
21 H 5.031 -2.027 2.278
22 H 1.897 4.275 3.155
23 H 1.684 5.541 5.283
24 H -0.392 5.418 6.554
25 H -1.675 3.263 6.505
26 H -1.454 1.832 4.392
27 N -2.271 -3.939 -0.421
28 P -2.743 -2.894 -1.757
29 C -4.588 -2.995 -1.612
30 C -5.292 -1.822 -1.852
31 C -6.643 -1.832 -1.466
32 C -7.288 -2.979 -0.996
33 C -6.564 -4.171 -0.885
34 C -5.228 -4.203 -1.245
35 C -2.220 -3.888 -3.168
36 C -2.738 -3.559 -4.417
37 C -2.264 -4.214 -5.548
38 C -1.265 -5.155 -5.497
39 C -0.733 -5.482 -4.267
40 C -1.238 -4.894 -3.114
41 P -0.859 -3.794 0.589
42 C -0.602 -5.542 1.057
43 C -1.577 -6.282 1.754
44 C -1.551 -7.689 1.737
45 C -0.472 -8.387 1.299
46 C 0.588 -7.688 0.728
47 C 0.491 -6.339 0.543
48 C -1.624 -3.173 2.060
49 C -1.137 -3.476 3.330
50 C -1.716 -3.048 4.498
51 C -2.783 -2.108 4.400
52 C -3.380 -1.856 3.159
53 C -2.716 -2.322 1.973
54 H -3.078 -4.191 0.193
55 H -4.826 -0.932 -2.260
56 H -7.209 -0.943 -1.640
57 H -8.242 -2.858 -0.498
58 H -7.051 -5.088 -0.626
59 H -4.644 -5.082 -1.337
60 H -3.586 -2.867 -4.479
61 H -2.650 -3.936 -6.542
62 H -0.979 -5.590 -6.425
63 H 0.036 -6.251 -4.160
64 H -0.895 -5.220 -2.087
65 H -2.408 -5.893 2.308
66 H -2.356 -8.149 2.238
67 H -0.482 -9.453 1.396
68 H 1.543 -8.064 0.436
69 H 1.244 -5.751 -0.040
70 H -0.210 -4.085 3.514
71 H -1.278 -3.359 5.479
72 H -3.043 -1.481 5.301
73 H -4.223 -1.201 2.977
74 H -2.884 -1.857 0.990
75 S 5.201 3.631 2.559
76 C 4.832 2.345 1.697
77 N 4.569 1.333 1.065
78 I 5.258 -0.378 -3.876
79 C 3.773 -0.562 -2.432
80 C 2.435 -0.704 -2.720
81 C 1.624 -1.201 -1.719
82 C 2.127 -1.379 -0.454
83 N 3.381 -1.009 -0.100
84 C 4.234 -0.710 -1.097
85 H 2.074 -0.754 -3.719
86 H 0.598 -1.514 -1.831
87 H 1.463 -1.691 0.381
88 H 5.269 -0.812 -0.964
89 Cl 2.670 6.258 -5.111
90 C 2.684 7.503 -3.933
91 C 3.068 8.772 -4.257
92 C 3.194 9.818 -3.296
93 C 3.032 9.475 -2.007
94 C 2.914 8.126 -1.602
95 Cl 3.212 7.645 0.026
96 C 2.534 7.145 -2.543
97 N 1.941 5.875 -2.129
98 C 0.796 5.303 -2.688
99 C -0.214 6.118 -3.154
100 C -1.384 5.542 -3.630
101 C -1.558 4.195 -3.743
102 C -0.526 3.352 -3.283
103 C 0.642 3.882 -2.752
104 C 1.728 2.962 -2.156
105 C 1.771 2.997 -0.572
106 O 1.754 4.008 0.106
107 O 1.892 1.760 -0.076
108 H 3.381 8.959 -5.276
109 H 3.543 10.806 -3.712
110 H 3.034 10.222 -1.196
111 H 2.181 5.483 -1.228
112 H -0.203 7.185 -2.885
113 H -2.161 6.205 -4.022
114 H -2.524 3.735 -4.089
115 H -0.586 2.276 -3.279
116 H 2.758 3.177 -2.487
117 H 1.530 1.961 -2.523

Properties
DFT total energy: -157527.910 eV
ΔE to the lowest compared entry with this formula, charge and spin: 0.0 kJ/mol
net charge: 0
<S²>: 0.76
Kohn-Sham gap (alpha / beta): 6.123 / 6.485 eV
highest occupied orbital energy (alpha / beta): -0.26213 / -0.27472 Ha
multiplicity: 2

Here are the Löwdin charges for atoms 1 to 5, given in e: Ti 0.960; C -0.155; N -0.059; C -0.032; C -0.295

# 4
C56H51BCl2N4O5PS3Tl | wB97M-V/def2-TZVPD

Atoms and positions in Å:
1 Tl 0.275 1.157 0.138
2 O -2.507 2.602 -0.797
3 N -2.864 3.007 -1.986
4 C -4.036 3.665 -2.108
5 C -4.514 4.138 -3.300
6 C -3.754 3.908 -4.451
7 C -2.574 3.224 -4.332
8 C -2.065 2.765 -3.089
9 S -0.577 1.994 -2.988
10 H -4.579 3.781 -1.184
11 H -5.460 4.661 -3.329
12 H -4.095 4.258 -5.418
13 H -1.958 3.013 -5.193
14 Cl 0.415 0.767 5.916
15 C 1.279 -0.323 4.866
16 C 2.023 -1.331 5.460
17 C 2.688 -2.255 4.690
18 Cl 3.619 -3.509 5.490
19 C 2.650 -2.183 3.285
20 C 3.276 -3.108 2.420
21 C 3.220 -2.920 1.065
22 C 2.539 -1.799 0.565
23 N 1.911 -0.951 1.342
24 C 1.933 -1.111 2.676
25 C 1.178 -0.120 3.461
26 O 0.517 0.801 2.934
27 H 2.076 -1.389 6.539
28 H 3.793 -3.960 2.840
29 H 3.682 -3.620 0.380
30 H 2.493 -1.602 -0.501
31 C -2.222 -4.434 1.784
32 C -1.168 -3.540 1.939
33 C -1.341 -2.209 1.608
34 C -2.560 -1.743 1.116
35 C -3.611 -2.641 0.971
36 C -3.437 -3.983 1.296
37 P -2.612 0.060 0.722
38 C -4.071 0.139 -0.382
39 C -5.114 1.042 -0.189
40 C -6.144 1.144 -1.112
41 C -6.142 0.352 -2.250
42 C -5.091 -0.529 -2.468
43 C -4.061 -0.632 -1.547
44 C -3.409 0.529 2.343
45 C -4.665 0.092 2.770
46 C -5.127 0.410 4.037
47 C -4.332 1.149 4.905
48 C -3.085 1.588 4.490
49 C -2.624 1.281 3.216
50 H -2.091 -5.481 2.034
51 H -0.208 -3.886 2.304
52 H -0.521 -1.508 1.699
53 H -4.566 -2.307 0.584
54 H -4.257 -4.680 1.159
55 H -5.119 1.672 0.692
56 H -6.946 1.856 -0.951
57 H -6.949 0.429 -2.969
58 H -5.068 -1.134 -3.367
59 H -3.214 -1.288 -1.716
60 H -5.285 -0.500 2.108
61 H -6.108 0.075 4.356
62 H -4.684 1.371 5.906
63 H -2.459 2.158 5.166
64 H -1.642 1.603 2.888
65 S 6.464 4.572 -1.812
66 C 4.804 3.971 -1.507
67 C 4.299 2.911 -2.247
68 C 3.050 2.412 -1.909
69 N 2.330 2.891 -0.904
70 C 2.814 3.908 -0.202
71 C 4.041 4.495 -0.472
72 C 7.246 3.702 -0.463
73 C 7.715 2.403 -0.628
74 C 8.243 1.751 0.471
75 N 8.340 2.289 1.686
76 C 7.877 3.529 1.829
77 C 7.331 4.276 0.801
78 H 4.869 2.492 -3.066
79 H 2.592 1.599 -2.465
80 H 2.180 4.256 0.608
81 H 4.398 5.336 0.109
82 H 7.664 1.922 -1.595
83 H 8.616 0.736 0.381
84 H 7.956 3.944 2.828
85 H 6.977 5.284 0.966
86 O -0.276 3.577 1.430
87 S -1.103 4.641 0.809
88 C -0.430 6.156 1.728
89 C -1.396 6.561 2.837
90 C -2.230 5.322 3.158
91 C -2.643 4.753 1.818
92 H -0.255 6.950 1.000
93 H 0.526 5.815 2.119
94 H -2.052 7.366 2.493
95 H -0.866 6.916 3.725
96 H -3.092 5.570 3.784
97 H -1.620 4.583 3.681
98 H -3.319 5.431 1.289
99 H -3.061 3.751 1.861
100 C 0.526 -7.670 -2.959
101 C 1.495 -6.713 -3.660
102 C 2.918 -7.150 -3.277
103 C 1.293 -6.868 -5.175
104 C 1.265 -5.251 -3.273
105 C 2.168 -4.282 -3.709
106 C 2.032 -2.931 -3.391
107 C 0.945 -2.556 -2.629
108 O 0.568 -1.336 -2.177
109 B -0.652 -1.487 -1.445
110 O -0.965 -2.890 -1.508
111 C 0.016 -3.510 -2.208
112 C 0.159 -4.848 -2.518
113 H 0.748 -8.697 -3.262
114 H -0.509 -7.458 -3.230
115 H 0.626 -7.607 -1.874
116 H 3.043 -8.221 -3.457
117 H 3.095 -6.950 -2.219
118 H 3.674 -6.618 -3.855
119 H 1.468 -7.901 -5.492
120 H 1.974 -6.221 -5.730
121 H 0.270 -6.594 -5.438
122 H 3.017 -4.574 -4.317
123 H 2.765 -2.204 -3.719
124 H -0.579 -5.550 -2.153

Properties
DFT total energy: -147308.039 eV
net charge: -2
Kohn-Sham gap: 3.836 eV
highest occupied orbital energy: -0.02070 Ha

Here are the Löwdin charges for atoms 1 to 5, given in e: Tl 0.768; O -0.267; N -0.220; C -0.071; C -0.113

Question: Number 2 is which compound?
Answer: C56H45BrCl3GeN8O7SV